# C39H48BrIN6Ru

A structure of composition C39H48BrIN6Ru (wB97M-V/def2-TZVPD, the OMol25 dataset).

Geometry as XYZ:
```
96
Properties=species:S:1:pos:R:3
Ru 0.26793 -0.42325 -0.54824
N 0.12157 -0.04046 1.67380
C 0.15486 -1.00708 2.81325
C -0.89157 -2.10880 2.65351
C -0.31462 -3.44366 2.17390
C 0.65098 -3.32332 1.00885
N 0.06533 -2.63692 -0.18092
H 0.84021 0.66024 1.83597
H -0.75293 0.47169 1.76051
H 0.00296 -0.45928 3.74496
H 1.16377 -1.41553 2.84947
H -1.64215 -1.75853 1.94103
H -1.42881 -2.26101 3.58888
H -1.13305 -4.11786 1.90648
H 0.22016 -3.93168 2.99061
H 0.97563 -4.32270 0.71490
H 1.54468 -2.77017 1.29213
H -0.90911 -2.91949 -0.25244
H 0.51805 -3.02166 -1.00649
C -0.31645 3.35306 -0.79084
C 0.62622 3.29602 0.37611
C 0.61981 4.31390 1.32262
C 1.50349 4.31111 2.39199
C 2.40249 3.27173 2.53669
C 2.44916 2.22863 1.61264
C 3.43411 1.10685 1.82297
C 1.55847 2.26505 0.53205
N 1.62337 1.17129 -0.41549
C 2.59438 1.20109 -1.27659
C 3.53621 2.34075 -1.49652
C 2.77746 -0.06270 -2.00260
C 3.97217 -0.25216 -2.87974
N 1.86637 -0.94811 -1.74908
C 2.12633 -2.31448 -2.17736
C 1.42492 -2.90119 -3.23111
C 0.44328 -2.15710 -4.09123
C 1.66945 -4.24681 -3.50286
C 2.57402 -4.98065 -2.75745
C 3.26779 -4.37177 -1.72354
C 3.06421 -3.03146 -1.41788
C 3.85006 -2.39988 -0.30017
H -1.02599 4.16973 -0.66495
H -0.87674 2.42362 -0.90613
H 0.21711 3.52514 -1.72866
H -0.07956 5.13286 1.20341
H 1.49458 5.12272 3.10704
H 3.08940 3.26166 3.37399
H 3.50172 0.85630 2.88168
H 4.43835 1.39956 1.50821
H 3.16548 0.20512 1.27365
H 3.18777 3.25099 -1.01643
H 3.66054 2.51873 -2.56566
H 4.52729 2.10310 -1.10185
H 3.96349 0.48020 -3.69018
H 4.00266 -1.24788 -3.31157
H 4.88809 -0.08024 -2.31148
H 0.67607 -1.09739 -4.15319
H -0.57761 -2.26422 -3.71430
H 0.45685 -2.56072 -5.10238
H 1.14475 -4.71469 -4.32659
H 2.74936 -6.02249 -2.98889
H 3.98730 -4.93927 -1.14663
H 4.20212 -3.16064 0.39436
H 3.25887 -1.67138 0.25686
H 4.73579 -1.88436 -0.67961
N -1.98053 -0.66004 -0.39991
C -2.55139 -0.66323 -1.72439
C -3.73337 -1.25682 -2.05358
C -4.23939 -1.11987 -3.36674
C -3.57708 -0.36581 -4.29091
C -2.33050 0.22942 -3.97335
C -1.58078 1.00645 -4.88428
C -0.36617 1.48730 -4.49786
C 0.13534 1.14731 -3.22868
N -0.52311 0.43247 -2.34156
C -1.78855 0.02080 -2.69289
H -2.43112 -1.34943 0.19392
H -2.17756 0.24266 0.02921
H -4.30396 -1.80470 -1.31263
H -5.17748 -1.59329 -3.62096
H -3.98793 -0.22334 -5.28193
H -1.97664 1.21260 -5.87086
H 0.23487 2.09568 -5.15873
H 1.12329 1.47585 -2.95265
Br -4.11931 3.42307 5.11022
C -4.80346 4.40966 3.75056
C -5.68902 5.46493 4.08873
C -6.21473 6.23761 3.10128
C -5.87934 5.98287 1.74181
C -5.01566 4.94641 1.38384
C -4.46897 4.15120 2.36300
I -3.19099 2.62270 1.80452
H -5.93380 5.64175 5.12699
H -6.88876 7.04683 3.34822
H -6.30422 6.60756 0.96604
H -4.78361 4.76975 0.34371
```

* energy relative to the best compared isomer or geometry (same formula, charge and spin): 186.5 kJ/mol
* E_LUMO (alpha / beta): -7.81 / -11.70 eV
* <S²>: 0.77
* multiplicity: 2
* net charge: +3
* Kohn-Sham gap (alpha / beta): 6.88 / 2.98 eV
* E: -4809.1829 Ha

# C39H48CaFNSb2SeSi2

A structure of composition C39H48CaFNSb2SeSi2 (wB97M-V/def2-TZVPD, the OMol25 dataset).

Geometry as XYZ:
```
95
Properties=species:S:1:pos:R:3
Ca 1.30665 -0.17160 0.41738
C -3.07146 0.68840 -1.07950
C -2.91708 -0.73642 -0.56557
C -1.94719 -1.56649 -1.41703
Sb -0.72980 -2.78999 -0.13349
C -0.24140 -4.35281 -1.47733
C -0.33886 -5.68211 -1.07689
C 0.00570 -6.70230 -1.95319
C 0.44838 -6.39874 -3.23421
C 0.55047 -5.07390 -3.63707
C 0.21204 -4.05248 -2.75896
C -2.35029 -3.75490 0.85422
C -3.31971 -4.43501 0.11788
C -4.40143 -5.02494 0.75517
C -4.52487 -4.94077 2.13729
C -3.56374 -4.27080 2.87890
C -2.47936 -3.67997 2.23851
Sb -1.17142 1.68639 -0.85781
C -0.70219 1.96263 -2.91210
C -1.58221 2.60447 -3.78393
C -1.26933 2.73017 -5.12961
C -0.07580 2.21061 -5.61859
C 0.80263 1.56535 -4.76087
C 0.49150 1.44414 -3.40997
C -1.79495 3.64793 -0.34905
C -2.57090 3.84079 0.79170
C -2.91858 5.12219 1.19707
C -2.48742 6.22085 0.46617
C -1.70766 6.03543 -0.66706
C -1.35891 4.75406 -1.07241
H -3.82167 1.24739 -0.51615
H -3.34813 0.70616 -2.13518
H -3.87986 -1.24863 -0.51415
H -2.56872 -0.68129 0.47759
H -1.24826 -0.92461 -1.96479
H -2.46902 -2.16636 -2.16349
H -0.69661 -5.93090 -0.08331
H -0.07278 -7.73473 -1.63530
H 0.71695 -7.19483 -3.91737
H 0.90284 -4.83225 -4.63219
H 0.31662 -3.02107 -3.08027
H -3.22553 -4.51552 -0.96062
H -5.14873 -5.55215 0.17465
H -5.37007 -5.40053 2.63418
H -3.65566 -4.20618 3.95614
H -1.73464 -3.15864 2.83041
H -2.51597 3.01424 -3.41264
H -1.95702 3.23170 -5.79919
H 0.16631 2.30883 -6.66976
H 1.73214 1.15277 -5.13447
H 1.19174 0.91990 -2.76578
H -2.90066 2.99156 1.38239
H -3.52033 5.26283 2.08624
H -2.75605 7.22103 0.78243
H -1.36503 6.89127 -1.23599
H -0.74472 4.62190 -1.95669
C -1.03790 -0.42017 3.70158
Si 0.76878 0.11549 3.77566
C 1.81454 -1.44038 3.61319
C 1.05399 0.87035 5.46830
N 1.14483 1.06746 2.41237
C 1.09944 2.41795 2.22827
C 0.61117 3.38936 3.12952
C 0.60441 4.74244 2.82477
C 1.08776 5.21888 1.61131
C 1.58649 4.30404 0.69155
C 1.56468 2.97661 1.02553
F 2.06451 2.06785 0.08086
H -1.31524 -1.05183 4.55259
H -1.24339 -0.98514 2.78561
H -1.69847 0.45270 3.70119
H 1.56283 -2.16841 4.39014
H 2.87934 -1.20754 3.69552
H 1.66374 -1.96045 2.65483
H 1.02909 0.08983 6.23448
H 0.27788 1.59739 5.71795
H 2.02189 1.37523 5.53206
H 0.22087 3.05562 4.08283
H 0.20984 5.44003 3.55425
H 1.07372 6.27537 1.37924
H 1.97554 4.60577 -0.27344
C 4.58228 -0.13045 0.95639
Si 4.61912 -0.53947 -0.88371
C 6.08276 -1.67265 -1.16220
C 4.87515 1.03753 -1.85997
Se 2.73545 -1.61047 -1.51909
H 5.54193 0.32035 1.23260
H 4.46962 -1.05164 1.53734
H 3.81095 0.57592 1.28351
H 7.01584 -1.18465 -0.86066
H 6.16268 -1.94782 -2.21633
H 5.97051 -2.59306 -0.58449
H 5.82725 1.50998 -1.59339
H 4.07630 1.76116 -1.67724
H 4.88981 0.81477 -2.92927
```

* energy relative to the best compared isomer or geometry (same formula, charge and spin): 32.0 kJ/mol
* E_LUMO: 0.43 eV
* multiplicity: 1
* net charge: 0
* Kohn-Sham gap: 7.65 eV
* E: -5808.2071 Ha

# C39H48CoP2Si

A structure of composition C39H48CoP2Si (wB97M-V/def2-TZVPD, the OMol25 dataset).

Geometry as XYZ:
```
91
Properties=species:S:1:pos:R:3
Co -0.06677 -0.04841 4.05984
C -2.23209 0.04728 5.03716
C -2.10250 -0.30975 3.68550
C -2.51713 0.58225 2.54381
C -1.46691 1.63797 2.11482
C -0.21348 1.63812 2.95871
C -0.26118 2.05228 4.31161
C -1.54401 2.53330 4.93937
C -2.42796 1.42125 5.57544
C 1.86310 -0.00339 3.96068
H -2.47711 -0.76513 5.73655
H -2.04307 -1.38825 3.45210
H -3.46564 1.09076 2.78116
H -2.72516 -0.06643 1.68433
H -1.17008 1.45882 1.07306
H -1.93383 2.63444 2.13235
H 0.72677 1.76252 2.40150
H 0.66524 2.42497 4.76532
H -2.13985 3.09379 4.19880
H -1.30086 3.27238 5.72052
H -2.22615 1.39736 6.66190
H -3.49276 1.71863 5.49970
H 2.38512 -0.84841 4.44038
H 2.29402 0.96014 4.29042
H 1.96358 -0.09130 2.85844
P -0.27997 -1.47082 -3.97913
P 1.42397 0.50650 -4.29222
C -1.14538 0.00716 -4.57875
C -0.21345 0.91351 -4.98025
C -0.77608 -2.72727 -5.20975
C -1.94392 -2.60674 -5.98294
C -2.35830 -3.68066 -6.77720
C -1.57458 -4.84010 -6.85597
C -0.34671 -4.90665 -6.18286
C 0.06891 -3.84624 -5.37695
C -1.09700 -1.84321 -2.40003
C -0.79257 -1.02153 -1.29660
C -1.48199 -1.20155 -0.10330
C -2.51747 -2.14137 -0.01744
C -2.78116 -2.98955 -1.09967
C -2.05205 -2.86259 -2.28188
C 2.43843 1.03030 -5.73168
C 2.36948 0.23283 -6.89450
C 2.75816 0.76731 -8.12483
C 3.28044 2.06911 -8.19319
C 3.50343 2.79037 -7.01378
C 3.12963 2.25103 -5.77731
C 1.63818 1.89309 -3.11060
C 2.85673 1.96853 -2.40774
C 3.21285 3.15839 -1.77173
C 2.33875 4.25347 -1.79807
C 1.07234 4.12719 -2.37713
C 0.69959 2.92837 -2.98912
H -2.23321 0.09792 -4.60652
H -0.36325 1.76851 -5.64229
H -2.53237 -1.68686 -5.94924
H -3.29965 -3.61598 -7.32614
H -1.91634 -5.68989 -7.45003
H 0.28370 -5.79411 -6.27706
H 1.02978 -3.87484 -4.85494
H -0.02800 -0.24504 -1.37534
H -1.18780 -0.60658 0.76186
H -3.11410 -2.21990 0.89138
H -3.55802 -3.75055 -1.02645
H -2.23140 -3.53258 -3.12237
H 1.97763 -0.78508 -6.82845
H 2.65227 0.17619 -9.03816
H 3.52851 2.51209 -9.16177
H 3.96693 3.78101 -7.05386
H 3.35102 2.79744 -4.86019
H 3.52452 1.10516 -2.39667
H 4.17891 3.23237 -1.27042
H 2.64621 5.20507 -1.36409
H 0.37213 4.96395 -2.36758
H -0.29936 2.81673 -3.41117
C 1.84795 -1.99172 7.52377
Si 0.42570 -0.92400 6.92572
C -1.02073 -1.11160 8.10923
C 0.92066 0.88310 7.07750
C 0.01675 -1.62630 5.19416
H 2.05662 -1.80804 8.58561
H 2.76929 -1.78982 6.96223
H 1.60906 -3.05811 7.41202
H -0.63462 -1.08540 9.13860
H -1.75888 -0.30386 8.02223
H -1.54969 -2.06483 7.98605
H 1.72781 1.15265 6.38698
H 0.08957 1.58459 6.91908
H 1.29129 1.03666 8.10212
H -0.90213 -2.24786 5.29184
H 0.84169 -2.26465 4.81361
```

* E_LUMO (alpha / beta): 0.16 / 0.11 eV
* <S²>: 3.79
* multiplicity: 4
* net charge: 0
* Kohn-Sham gap (alpha / beta): 5.61 / 6.47 eV
* E: -3869.5899 Ha

The lowest multiplicity belongs to which entry? C39H48CaFNSb2SeSi2

Look up the multiplicity of the second one. 1